Record 1
Below is a molecular structure, C33H51CoNO5PSi2Te at a distorted geometry, with properties calculated with the ωB97M-V functional and the def2-TZVPD basis.

```
95
Properties=species:S:1:pos:R:3:mulliken_spin:R:1
Co -0.317 -0.037 -0.074 1.95
C 2.390 -0.967 2.040 0.03
O 1.851 -0.712 0.739 -0.02
C 2.780 -1.009 -0.298 0.02
C 2.050 -1.033 -1.620 0.04
O 1.252 0.147 -1.685 0.05
C 0.976 0.573 -3.024 0.01
H 2.625 -2.026 2.156 0.01
H 1.635 -0.691 2.768 0.00
H 3.300 -0.379 2.197 0.00
H 3.257 -1.978 -0.126 0.00
H 3.555 -0.234 -0.315 -0.02
H 1.417 -1.924 -1.711 -0.02
H 2.790 -1.040 -2.424 0.00
H 1.912 0.795 -3.538 0.00
H 0.366 1.468 -2.956 0.00
H 0.432 -0.197 -3.573 0.00
O -1.115 1.750 0.581 0.18
C -1.567 0.768 1.185 0.19
C -2.728 0.189 1.715 0.16
C -3.736 0.891 2.410 0.18
C -4.784 0.188 2.962 -0.04
C -4.868 -1.198 2.834 0.11
C -3.874 -1.898 2.158 -0.09
C -2.797 -1.223 1.618 0.08
P -1.352 -1.928 0.752 0.10
C -1.988 -3.194 -0.391 -0.03
C -2.616 -4.337 0.107 0.00
C -3.187 -5.248 -0.766 0.00
C -3.107 -5.049 -2.138 0.00
C -2.434 -3.944 -2.639 0.00
C -1.880 -3.018 -1.768 0.00
C -0.512 -2.929 2.014 0.01
C -0.639 -2.646 3.372 0.02
C 0.039 -3.420 4.303 0.01
C 0.846 -4.470 3.888 0.00
C 0.979 -4.750 2.534 0.00
C 0.305 -3.980 1.599 0.02
H -3.684 1.969 2.486 0.02
H -5.563 0.719 3.493 0.00
H -5.704 -1.735 3.258 0.00
H -3.951 -2.973 2.067 0.00
H -2.632 -4.531 1.172 0.00
H -3.691 -6.123 -0.376 0.00
H -3.554 -5.765 -2.813 0.00
H -2.338 -3.811 -3.710 0.00
H -1.339 -2.161 -2.149 0.01
H -1.278 -1.834 3.698 -0.01
H -0.075 -3.208 5.358 0.00
H 1.361 -5.079 4.619 0.00
H 1.598 -5.575 2.205 0.00
H 0.393 -4.205 0.542 0.00
C 6.386 3.590 0.198 0.00
Si 4.546 3.497 -0.131 0.01
C 4.132 2.614 -1.751 0.01
C 3.692 5.174 -0.120 0.02
C 3.745 2.402 1.239 0.06
Te 1.648 2.215 0.893 0.71
C 1.154 1.908 2.912 0.05
Si 0.736 3.561 3.850 0.02
C 2.106 4.806 3.529 0.03
C 0.660 3.050 5.655 0.01
C -0.918 4.148 3.183 0.01
H 6.873 4.176 -0.585 0.00
H 6.850 2.603 0.212 0.00
H 6.595 4.075 1.152 0.00
H 4.386 3.230 -2.615 0.00
H 3.061 2.407 -1.798 0.00
H 4.673 1.670 -1.851 0.00
H 4.019 5.767 -0.977 0.00
H 3.927 5.747 0.778 0.00
H 2.606 5.072 -0.188 0.00
H 3.878 2.818 2.238 -0.01
H 4.199 1.407 1.232 0.02
H 1.997 1.419 3.400 0.01
H 0.269 1.269 2.961 0.01
H 3.065 4.476 3.934 0.00
H 1.861 5.751 4.019 0.00
H 2.233 5.015 2.463 -0.01
H 1.620 2.675 6.012 0.00
H -0.093 2.280 5.832 0.00
H 0.397 3.913 6.271 0.00
H -0.917 4.227 2.093 0.00
H -1.158 5.134 3.587 0.00
H -1.723 3.471 3.476 0.00
N -4.674 0.133 -3.674 0.00
C -3.227 0.312 -3.593 0.00
C -2.764 0.164 -2.136 0.01
O -3.716 -0.046 -1.280 0.01
O -1.587 0.237 -1.812 0.05
H -5.149 0.926 -4.083 0.00
H -4.545 -0.051 -1.843 0.00
H -4.942 -0.695 -4.188 0.00
H -2.915 1.298 -3.935 0.00
H -2.676 -0.414 -4.192 0.00
```

Energy relative to the best compared isomer or geometry (same formula, charge and spin) = 34.6 kJ/mol
Frontier orbital gap (spin up / spin down) = 6.629 / 6.374 eV
Net charge = +2
Spin multiplicity = 5
DFT total energy = -116727.2404 eV
<S²> = 6.0798



Record 2
Below is a gas-phase ion, C3H6N (charge +1) at a distorted geometry, with properties calculated with the ωB97M-V functional and the def2-TZVPD basis.

```
10
Properties=species:S:1:pos:R:3:nbo_charge:R:1
C -1.149 0.207 -0.246 -0.37
C 0.075 0.495 0.620 -0.08
N 1.141 -0.016 -0.213 -0.55
C -0.223 -0.867 0.180 0.03
H -1.014 0.665 -1.115 0.22
H -2.087 0.336 0.214 0.27
H 0.011 1.021 1.544 0.28
H 2.033 -0.245 0.360 0.46
H 1.348 0.378 -1.114 0.44
H -0.209 -1.883 0.569 0.29
```

Energy relative to the best compared isomer or geometry (same formula, charge and spin) = 202.9 kJ/mol
Frontier orbital gap = 12.454 eV
Net charge = +1
DFT total energy = -4688.0139 eV



Record 3
Below is 9 unconnected molecules or ions with the total composition C22H58F3O10P at a distorted geometry, with properties calculated with the ωB97M-V functional and the def2-TZVPD basis.

```
94
Properties=species:S:1:pos:R:3:lowdin_charge:R:1
C -3.863 0.082 2.526 -0.10
C -2.981 0.926 1.567 -0.24
C -1.868 0.038 1.002 -0.24
C -2.355 -1.143 0.140 -0.16
C -1.385 -1.414 -1.056 -0.20
C -0.917 -2.853 -1.156 -0.19
C 0.184 -3.264 -0.137 -0.16
C 0.965 -2.129 0.509 -0.10
C 1.912 -1.411 -0.440 -0.48
O 1.834 -1.555 -1.578 0.19
O 2.934 -0.615 0.062 -0.02
C 2.470 0.557 0.701 -0.33
P 3.598 2.062 0.407 1.00
C 2.421 3.503 0.437 -0.25
C 4.353 2.026 -1.277 -0.39
C 3.497 1.403 -2.426 -0.12
C 2.302 0.366 2.254 -0.70
F 3.304 0.940 2.908 0.10
F 2.338 -0.883 2.624 0.17
F 1.227 0.970 2.686 0.17
H -3.332 -0.821 2.808 0.04
H -4.792 -0.220 2.048 0.07
H -4.021 0.661 3.436 0.07
H -3.531 1.392 0.752 0.10
H -2.487 1.677 2.177 0.09
H -1.104 0.591 0.449 0.08
H -1.350 -0.399 1.873 0.08
H -2.430 -2.073 0.703 0.11
H -3.349 -0.912 -0.244 0.11
H -1.970 -1.226 -1.958 0.09
H -0.566 -0.698 -1.097 0.09
H -0.553 -3.117 -2.146 0.09
H -1.775 -3.505 -0.993 0.11
H 0.868 -4.004 -0.545 0.10
H -0.327 -3.779 0.680 0.11
H 0.345 -1.384 1.014 0.10
H 1.595 -2.569 1.286 0.12
H 1.463 0.842 0.363 0.12
H 2.911 4.434 0.181 0.04
H 1.591 3.237 -0.224 0.02
H 2.057 3.537 1.461 0.03
H 4.505 3.074 -1.540 0.07
H 5.347 1.597 -1.243 0.06
H 3.021 2.208 -2.984 0.05
H 2.706 0.751 -2.078 0.04
H 4.189 0.901 -3.097 0.07
C 3.628 -5.487 -1.974 -0.16
O 2.334 -5.325 -2.545 -0.13
H 3.853 -6.550 -1.941 0.08
H 4.381 -4.980 -2.584 0.08
H 3.651 -5.085 -0.957 0.07
H 2.148 -4.379 -2.568 0.06
C -5.653 -2.808 4.097 -0.15
O -4.812 -2.839 2.951 -0.14
H -5.846 -1.766 4.345 0.07
H -6.603 -3.308 3.890 0.07
H -5.162 -3.292 4.945 0.08
H -4.645 -3.763 2.738 0.08
C -1.041 3.974 -2.069 -0.15
O -0.988 2.967 -1.061 -0.14
H -0.364 4.776 -1.782 0.08
H -0.725 3.569 -3.033 0.07
H -2.055 4.373 -2.154 0.08
H -1.589 2.262 -1.327 0.07
C -0.705 -1.479 5.044 -0.14
O -0.988 -1.876 3.707 -0.14
H -1.629 -1.125 5.494 0.08
H -0.325 -2.325 5.622 0.08
H 0.031 -0.670 5.054 0.07
H -0.162 -2.188 3.318 0.06
C -5.532 3.942 2.438 -0.16
O -4.266 3.855 1.794 -0.13
H -6.255 3.395 1.838 0.08
H -5.485 3.497 3.435 0.07
H -5.850 4.985 2.518 0.07
H -3.633 4.341 2.334 0.08
C 7.896 1.832 1.549 -0.17
O 7.267 3.081 1.295 -0.15
H 8.842 1.814 1.011 0.07
H 8.091 1.712 2.618 0.07
H 7.267 1.009 1.198 0.07
H 6.429 3.080 1.774 0.05
C -3.907 -2.419 -4.685 -0.15
O -2.710 -2.712 -3.971 -0.13
H -4.728 -2.397 -3.973 0.08
H -3.832 -1.444 -5.174 0.08
H -4.104 -3.190 -5.434 0.07
H -1.989 -2.729 -4.610 0.08
C 1.685 2.709 -5.898 -0.15
O 1.567 3.637 -4.822 -0.14
H 0.753 2.157 -5.986 0.08
H 1.875 3.247 -6.831 0.08
H 2.502 2.009 -5.702 0.07
H 2.402 4.113 -4.765 0.07
```

Frontier orbital gap = 8.489 eV
Net charge = 0
DFT total energy = -61666.3281 eV



Record 4
Below is a single C4H5FN2 molecule at a distorted geometry, with properties calculated with the ωB97M-V functional and the def2-TZVPD basis.

```
12
Properties=species:S:1:pos:R:3:nbo_charge:R:1
C -1.801 0.849 0.587 -0.04
N -1.480 0.408 -0.578 -0.40
C -0.866 -0.799 -0.801 -0.11
C 0.313 -1.123 -0.357 -0.05
N 1.211 -0.534 0.615 -0.47
C 1.853 0.465 0.430 0.51
F 2.095 1.077 -0.756 -0.34
H -1.967 1.947 0.656 0.18
H -1.841 0.235 1.435 0.16
H -0.989 -1.307 -1.656 0.21
H 0.832 -1.996 -0.752 0.20
H 2.639 0.779 1.179 0.15
```

Energy relative to the best compared isomer or geometry (same formula, charge and spin) = 287.9 kJ/mol
Frontier orbital gap = 9.479 eV
Net charge = 0
DFT total energy = -9923.8207 eV



Record 5
Below is 2 unconnected molecules or ions with the total composition C2H5N2O3 at a distorted geometry, with properties calculated with the ωB97M-V functional and the def2-TZVPD basis.

```
12
Properties=species:S:1:pos:R:3:nbo_charge:R:1
C -0.061 -0.010 -0.184 0.63
C -0.053 0.980 -1.270 -0.80
N 1.006 -3.006 2.289 0.53
N -0.731 0.046 0.942 -0.23
O 0.223 -3.136 3.142 -0.27
O 1.961 -3.342 1.730 -0.23
O -0.750 -1.052 1.759 -0.45
H 0.809 0.765 -1.870 0.30
H -0.955 0.753 -1.835 0.29
H -0.019 2.087 -1.032 0.31
H -1.425 0.679 1.128 0.42
H -1.444 -0.849 2.351 0.50
```

Energy relative to the best compared isomer or geometry (same formula, charge and spin) = 935.5 kJ/mol
Frontier orbital gap (spin up / spin down) = 10.191 / 4.394 eV
Net charge = +1
DFT total energy = -11261.5907 eV



Record 6
Below is a molecular structure, C22H30LaN6O5S2 at a distorted geometry, with properties calculated with the ωB97M-V functional and the def2-TZVPD basis.

```
66
Properties=species:S:1:pos:R:3:nbo_charge:R:1
La 11.656 11.987 8.965 2.19
C 16.297 11.016 6.340 -0.14
C 15.715 9.999 7.062 -0.24
C 14.500 10.251 7.673 0.06
N 13.941 11.475 7.726 -0.56
C 14.618 12.473 7.196 0.05
C 15.761 12.276 6.446 -0.24
H 17.254 10.831 5.788 0.24
H 16.124 8.954 7.183 0.25
H 13.976 9.444 8.244 0.23
H 14.299 13.515 7.406 0.21
H 16.287 13.128 5.922 0.24
O 12.852 10.353 10.674 -0.97
S 13.130 11.524 11.543 1.43
N 12.755 12.875 10.959 -1.17
C 9.672 7.378 14.643 -0.64
C 9.364 8.473 13.635 0.04
C 8.481 9.517 13.922 -0.21
C 8.052 10.427 12.910 -0.19
C 8.643 10.415 11.639 -0.26
C 9.563 9.366 11.337 -0.25
C 9.867 8.411 12.296 -0.21
S 8.047 11.290 10.141 2.29
O 9.256 11.967 9.678 -1.01
O 6.838 12.073 10.426 -0.91
N 7.437 10.228 9.050 -0.86
C 8.017 9.166 8.277 -0.23
C 8.948 9.583 7.129 -0.53
C 10.316 10.235 7.458 0.77
O 10.519 11.386 6.894 -0.75
O 11.106 9.706 8.355 -0.78
H 10.726 7.125 14.665 0.23
H 9.106 6.490 14.305 0.24
H 9.286 7.620 15.652 0.23
H 8.100 9.595 14.938 0.23
H 7.203 11.044 13.126 0.24
H 10.011 9.252 10.311 0.25
H 10.709 7.722 12.078 0.23
H 6.449 10.204 9.274 0.44
H 7.114 8.536 8.004 0.24
H 8.620 8.457 8.895 0.21
H 8.390 10.300 6.481 0.24
H 9.146 8.632 6.466 0.26
C 10.691 17.272 11.576 -0.41
C 11.964 16.405 11.291 -0.21
N 11.737 15.423 10.257 -0.61
C 10.803 15.383 9.271 0.67
N 10.775 14.320 8.466 -0.78
C 9.898 14.489 7.297 -0.23
C 9.966 15.920 6.802 -0.42
C 9.445 16.880 7.899 -0.20
N 10.022 16.544 9.166 -0.43
C 10.001 17.578 10.215 -0.22
H 10.921 18.146 12.217 0.24
H 10.074 16.581 12.234 0.21
H 12.252 15.833 12.167 0.22
H 12.777 17.153 11.029 0.19
H 12.291 14.598 10.398 0.43
H 8.893 14.100 7.556 0.20
H 10.232 13.850 6.474 0.22
H 9.480 16.110 5.844 0.24
H 11.009 16.119 6.625 0.21
H 8.327 16.940 7.985 0.20
H 9.769 17.898 7.722 0.20
H 8.951 17.753 10.489 0.22
H 10.481 18.553 9.831 0.20
```

Energy relative to the best compared isomer or geometry (same formula, charge and spin) = 25.5 kJ/mol
Frontier orbital gap = 8.197 eV
Net charge = +1
DFT total energy = -65006.3875 eV



Question: Among the records above, which one has the highest net charge?
Answer: C33H51CoNO5PSi2Te